1.
Below is 8 unconnected molecules or ions with the total composition C24H64O8 at a distorted geometry, with properties calculated with ωB97M-V/def2-TZVPD.

XYZ file:
```
96
C24H64O8, DFT ωB97M-V/def2-TZVPD
C -3.89399 -0.99011 0.75494
C -5.25131 -0.43033 0.38023
C -5.66877 0.76190 1.20960
O -5.12991 -0.04187 -0.99869
H -3.12092 -0.21584 0.71396
H -3.58922 -1.75684 0.04313
H -3.84847 -1.36017 1.78028
H -5.96721 -1.25525 0.45091
H -6.64396 1.12643 0.87643
H -4.96626 1.58797 1.10455
H -5.75330 0.45599 2.25433
H -5.93096 0.42086 -1.26302
C 4.73675 2.44506 0.71358
C 4.33307 2.15443 -0.72868
C 5.39785 2.50463 -1.74469
O 4.01859 0.76624 -0.86774
H 4.88880 3.51692 0.86081
H 5.64328 1.89723 0.97495
H 3.95995 2.12008 1.40707
H 3.42700 2.70596 -1.01829
H 5.04718 2.45841 -2.77265
H 6.30266 1.90115 -1.64352
H 5.72309 3.52667 -1.52023
H 3.34435 0.53354 -0.21080
C 3.94831 -0.41080 3.90707
C 2.75786 -0.61985 4.85130
C 2.69294 0.46322 5.90934
O 1.56523 -0.59023 4.05762
H 3.71174 0.38022 3.19346
H 4.23510 -1.30036 3.35064
H 4.80264 -0.08632 4.50227
H 2.90487 -1.60743 5.30221
H 3.56853 0.35370 6.55236
H 1.78011 0.37756 6.49772
H 2.70821 1.42863 5.40269
H 0.82211 -0.89793 4.58464
C -3.41688 4.77533 -0.90264
C -2.10385 5.53225 -0.81777
C -0.93540 4.55873 -0.53981
O -1.84357 6.23000 -2.02204
H -3.51769 4.12130 -0.03059
H -3.45642 4.10473 -1.76352
H -4.24864 5.47949 -0.89719
H -2.12666 6.22520 0.02506
H -1.12010 3.61051 -1.04586
H -0.81957 4.31605 0.52401
H 0.02327 5.02113 -0.77259
H -2.06901 5.67538 -2.77360
C 0.95351 -3.03882 -2.11068
C 1.30946 -3.27823 -3.55363
C 0.64159 -4.55401 -4.10057
O 0.81107 -2.15837 -4.32623
H -0.13137 -3.01948 -1.98517
H 1.30541 -2.08199 -1.72611
H 1.37328 -3.85679 -1.52428
H 2.38503 -3.35949 -3.73351
H 0.71663 -4.62537 -5.18660
H -0.42641 -4.50533 -3.87921
H 1.06824 -5.44644 -3.64072
H 1.05915 -2.34257 -5.23780
C -0.16787 -1.18370 0.77454
C 0.72700 -0.04641 0.32827
C -0.02788 1.28735 0.40901
O 1.98460 -0.03736 1.01519
H -0.56773 -0.97225 1.76935
H 0.25666 -2.18406 0.68339
H -1.04190 -1.21711 0.11654
H 1.03610 -0.13563 -0.71979
H -0.40764 1.51127 1.40716
H -0.83977 1.24732 -0.31699
H 0.68430 2.05605 0.10446
H 1.77277 -0.20140 1.94874
C 1.58495 1.45969 -4.80806
C 1.28147 1.07158 -3.34677
C 1.10418 2.31005 -2.48699
O 0.09168 0.31228 -3.23798
H 2.63255 1.76565 -4.86259
H 0.95799 2.28925 -5.13737
H 1.43672 0.61423 -5.47893
H 2.18422 0.55948 -2.98899
H 1.98870 2.96240 -2.49883
H 0.99701 2.10201 -1.42018
H 0.28063 2.96404 -2.78138
H 0.33095 -0.60529 -3.49700
C -1.73582 -4.64042 2.16876
C -3.22514 -4.38036 2.12515
C -4.06205 -5.64765 2.21060
O -3.62134 -3.50504 3.20115
H -1.46511 -5.21585 3.05981
H -1.15027 -3.72169 2.19572
H -1.48208 -5.23164 1.28626
H -3.48255 -3.80073 1.23685
H -3.93017 -6.29615 1.34418
H -5.11545 -5.35603 2.19775
H -3.90655 -6.13470 3.17349
H -3.09021 -3.70589 3.97869
```

highest occupied orbital energy	-9.274	eV
SMILES string	CC(C)O.CC(C)O.CC(C)O.CC(C)O.CC(C)O.CC(C)O.CC(C)O.CC(C)O
Kohn-Sham gap	9.6	eV
maximum force	1.6	eV Å⁻¹
ΔE to the lowest compared entry with this formula, charge and spin	1.037	eV



2.
Below is a molecular structure, C35H27AsN4O5Rh at a distorted geometry, with properties calculated with ωB97M-V/def2-TZVPD.

XYZ file:
```
73
C35H27AsN4O5Rh, DFT ωB97M-V/def2-TZVPD
Rh -0.08100 -1.26673 0.79298
O -3.36790 -0.24581 -1.41704
C -2.52720 -0.64085 -0.64268
O -1.25410 -0.77629 -0.88339
C -2.91700 -1.05116 0.78089
C -4.18215 -1.16831 1.32601
C -4.29213 -1.68087 2.61416
C -3.15607 -2.08082 3.31727
C -1.92403 -1.92203 2.71835
N -1.85862 -1.40021 1.49366
C -0.57048 -2.34096 3.29020
O -0.49162 -3.04787 4.26161
O 0.46104 -1.86215 2.62196
H -5.03831 -0.87684 0.73391
H -5.26839 -1.79295 3.06656
H -3.20548 -2.51087 4.30786
N 2.18167 -3.65956 0.56621
C 2.75985 -2.41143 0.39413
C 4.12308 -2.40334 0.07669
C 4.81297 -1.21464 0.09664
C 4.13143 -0.05987 0.46669
C 2.78254 -0.14799 0.71197
N 2.07780 -1.29165 0.62620
C 0.87998 -4.06583 0.70638
C 0.62701 -5.33298 1.24080
C -0.65308 -5.82206 1.18639
C -1.65201 -5.07704 0.55887
C -1.33141 -3.82712 0.10629
N -0.09297 -3.28404 0.21297
H 2.85578 -4.38794 0.73457
H 4.61452 -3.33807 -0.15717
H 5.86601 -1.19135 -0.14854
H 4.62330 0.89753 0.55423
H 2.20099 0.71842 0.99066
H 1.43247 -5.89989 1.68572
H -0.87811 -6.78885 1.61638
H -2.65773 -5.45332 0.44783
H -2.05472 -3.19409 -0.38616
O 0.04835 0.83431 0.86603
As 0.04179 1.85035 -0.48377
C 1.47251 3.09662 -0.18560
C 1.39281 3.90564 0.94544
C 2.43115 4.77028 1.25130
C 3.54881 4.83054 0.42956
C 3.62424 4.03344 -0.70360
C 2.58710 3.16425 -1.01458
C -1.58614 2.83627 -0.40989
C -2.52908 2.47298 0.54215
C -3.70139 3.20567 0.65177
C -3.92052 4.29065 -0.18365
C -2.97034 4.65442 -1.12876
C -1.79402 3.93040 -1.24155
C 0.33396 1.06800 -2.21455
C -0.65329 1.15807 -3.18699
C -0.47467 0.52188 -4.40410
C 0.67434 -0.21876 -4.64309
C 1.65495 -0.31831 -3.66704
C 1.48685 0.32645 -2.44985
H 0.52218 3.86404 1.59015
H 2.36442 5.40271 2.12636
H 4.35660 5.51003 0.66717
H 4.48636 4.09201 -1.35501
H 2.64881 2.56493 -1.91324
H -2.34067 1.62777 1.19161
H -4.44147 2.92822 1.39048
H -4.83608 4.86060 -0.09680
H -3.14357 5.50408 -1.77516
H -1.05146 4.22550 -1.97454
H -1.57418 1.69211 -2.98804
H -1.24251 0.59168 -5.16264
H 0.80183 -0.72338 -5.59178
H 2.55174 -0.89545 -3.85259
H 2.25468 0.24181 -1.69526
```

highest occupied orbital energy	-11.452	eV
Kohn-Sham gap	8.2	eV
charge	+1
maximum force	1.8	eV Å⁻¹
ΔE to the lowest compared entry with this formula, charge and spin	0.000	eV